Density functional theory data (ωB97M-V/def2-TZVPD) for a 2-piece molecular cluster, C2H10NO overall.

The geometry in XYZ format:
```
14
Properties=species:S:1:pos:R:3:forces:R:3:nbo_charge:R:1
N -0.093292 1.905008 -0.923364 0.9 0.2 -1.2 -0.885
H -0.824159 2.331609 -0.360788 0.0 0.1 0.1 0.455
H -0.304083 0.918525 -1.178242 -0.2 -0.5 0.0 0.488
H 0.125623 2.450985 -1.771955 -0.7 -0.1 0.2 0.453
H 0.812022 1.873544 -0.460595 -0.1 0.0 0.7 0.446
C -0.431268 -0.948102 0.648889 -0.6 -2.4 -1.5 -0.098
O -0.356262 -0.906757 -0.867730 0.3 1.4 1.4 -0.782
C 0.795146 -0.490433 1.384585 0.1 2.6 0.3 -0.654
H -1.368178 -0.461286 0.936134 0.4 0.4 -0.2 0.201
H -0.675550 -2.007065 0.725323 0.2 -0.1 1.0 0.211
H 0.234896 -1.622244 -1.131898 -0.1 0.1 -0.1 0.498
H 0.938864 0.536318 1.016701 0.5 0.0 -0.3 0.157
H 0.664203 -0.147509 2.424318 -0.6 -1.0 0.0 0.259
H 1.778174 -0.949170 1.352772 -0.4 -0.7 -0.5 0.249
```
Positions in Å, forces in eV/Å.

frontier orbital gap	0.4161	hartree
net charge	+1
energy relative to the best compared isomer or geometry (same formula, charge and spin)	27.4	kcal per mole